ORCA calculation (ωB97M-V with the def2-TZVPD basis set) on a cluster of 6 separate species, C18H37BrF4N3O5S in total at a distorted geometry.

```
! wB97M-V def2-TZVPD RIJCOSX def2/J DEFGRID3
* xyz 1 1
C -1.156 0.065 -4.070
C -2.735 -0.325 -4.066
F -3.420 0.718 -3.298
C -3.035 -1.702 -3.267
N -2.803 -1.480 -1.791
C -1.494 -1.588 -1.213
N -1.520 -1.341 0.208
C -0.299 -1.384 1.034
F -0.242 -2.541 1.849
F 0.809 -1.390 0.126
F -0.206 -0.175 1.767
C -2.916 -1.080 0.534
Br -3.626 -0.703 2.330
C -3.796 -1.143 -0.764
N -5.236 -0.967 -0.941
C -5.646 0.144 -0.362
S -6.280 1.654 -0.108
H -0.476 -0.846 -4.189
H -1.011 0.871 -4.870
H -0.881 0.540 -3.048
H -3.150 -0.339 -5.142
H -2.405 -2.567 -3.662
H -4.172 -1.880 -3.369
H -0.627 -1.816 -1.914
C 1.013 -2.498 5.198
C 1.011 -0.998 5.415
O 2.051 -0.391 4.658
H 1.975 -2.927 5.491
H 0.221 -2.978 5.778
H 0.868 -2.736 4.140
H 1.178 -0.764 6.469
H 0.054 -0.561 5.112
H 1.891 -0.595 3.726
C 5.539 2.349 4.302
C 4.455 2.600 3.272
O 3.791 1.384 2.952
H 6.266 1.625 3.925
H 6.061 3.275 4.553
H 5.113 1.926 5.216
H 4.887 3.002 2.353
H 3.717 3.315 3.648
H 3.404 1.038 3.768
C 2.366 2.970 -7.171
C 1.805 1.701 -6.563
O 0.982 2.015 -5.444
H 2.951 3.524 -6.432
H 3.005 2.743 -8.028
H 1.559 3.632 -7.500
H 2.613 1.054 -6.216
H 1.208 1.147 -7.294
H 0.264 2.581 -5.761
C 2.120 -2.972 8.835
C 1.557 -4.241 9.442
O 0.724 -3.928 10.551
H 2.697 -2.414 9.577
H 2.767 -3.200 7.984
H 1.313 -2.313 8.497
H 2.364 -4.886 9.797
H 0.968 -4.799 8.707
H 0.008 -3.366 10.229
C -3.893 3.109 -6.927
C -2.518 2.756 -7.458
O -2.192 1.410 -7.122
H -3.928 2.986 -5.841
H -4.154 4.141 -7.174
H -4.653 2.444 -7.348
H -1.760 3.408 -7.019
H -2.479 2.865 -8.546
H -2.862 0.840 -7.522
*
```

- E_tot (Eh) = -4619.723300
- LUMO level (eV) = -4.185
- Kohn-Sham gap (eV) = 7.32